The following is a DFT calculation (ωB97M-V/def2-TZVPD) of C9H14LuN2P as an isolated structure at a distorted geometry.

```
27
Properties=species:S:1:pos:R:3:lowdin_charge:R:1
C 0.733 -0.121 -1.829 -0.3358
C -0.502 0.247 -2.448 -0.2916
C -0.749 1.626 -2.187 -0.2236
C 0.243 2.053 -1.209 -0.3168
C 1.219 1.005 -1.094 -0.2774
Lu -0.749 0.318 -0.086 0.8516
P 0.095 -2.194 0.446 0.5359
H 1.081 -1.161 -1.958 0.0857
H -1.093 -0.457 -3.033 0.0950
H -1.567 2.254 -2.588 0.0929
H 2.081 1.168 -0.428 0.1028
H 0.343 3.041 -0.777 0.0855
H 1.397 -2.380 0.994 -0.1388
H 0.099 -3.275 -0.459 -0.1300
H -0.702 -2.816 1.469 -0.1254
C 0.821 3.215 4.410 -0.0103
N 0.553 1.972 3.662 -0.1274
C 0.538 0.678 4.199 -0.0637
C 0.086 -0.158 3.244 -0.1316
N -0.266 0.616 2.112 -0.1288
C 0.038 1.895 2.421 -0.1715
H 0.034 3.361 5.162 0.0939
H 1.774 3.181 4.956 0.0928
H 0.833 4.068 3.712 0.0950
H 0.768 0.506 5.251 0.1254
H 0.129 -1.247 3.203 0.0815
H -0.085 2.788 1.771 0.1348
```

Calculated values
* ΔE to the lowest compared entry with this formula, charge and spin: 1.076 eV
* max |F|: 3.91 eV Å⁻¹


The following is a DFT calculation (ωB97M-V/def2-TZVPD) of one molecule with the formula C9H14N2 at a distorted geometry.

```
25
Properties=species:S:1:pos:R:3:lowdin_charge:R:1
C -0.677 -0.465 2.973 -0.0498
C -0.640 -1.874 2.740 -0.1707
C -0.768 0.030 1.696 -0.1078
C -0.005 0.145 -1.485 0.0677
C -0.959 -1.029 -0.574 -0.1679
C -1.351 -2.302 -1.134 -0.0868
C 0.301 2.614 -0.927 -0.1154
C 2.207 0.992 -1.166 -0.0867
C 0.718 1.203 -0.775 -0.5270
N -0.711 -2.170 1.472 0.0787
N -0.770 -0.943 0.767 -0.1042
H -0.695 -0.230 4.012 0.0858
H -0.675 -2.637 3.555 0.1186
H -0.787 1.088 1.537 0.1112
H -0.008 0.113 -2.579 0.0848
H -1.942 -2.833 -0.418 0.0616
H -1.894 -2.161 -2.177 0.1321
H -0.358 -2.656 -1.220 0.0723
H 0.902 3.302 -0.367 0.0621
H 0.138 3.106 -1.958 0.1079
H -0.691 2.915 -0.521 0.0768
H 2.903 1.732 -0.807 0.0621
H 2.300 0.894 -2.304 0.1003
H 2.623 0.099 -0.679 0.0778
H 0.840 1.065 0.338 0.1168
```

Calculated values
* ΔE to the lowest compared entry with this formula, charge and spin: 5.484 eV
* max |F|: 9.29 eV Å⁻¹
* SMILES: C/C(=C/C(C)C)n1cccn1